Record 1
The following is a quantum chemistry calculation of C33H46P2SiSn as an isolated structure at a distorted geometry, from the OMol25 dataset.

The geometry in ORCA input format:
```
! RIJCOSX wB97M-V def2-TZVPD def2/J DEFGRID3
* xyz 2 1
Sn -1.88473 -1.05686 -1.71756
P -0.51353 1.19426 -5.05068
P -1.27169 -2.33590 -3.53668
Si -0.32218 0.65113 1.39411
C -2.02625 4.42235 0.86378
C 2.92420 1.36346 3.86809
C 2.30007 1.30374 -3.18668
C -2.12914 -3.88265 -4.00946
C -1.85816 3.05520 1.14773
C 0.06019 2.39261 -2.48488
C 0.53120 3.30321 0.86437
C -3.89920 -0.47640 3.21459
C 2.30130 -0.44015 1.81505
C -1.01674 -2.42212 -0.16334
C -3.47466 -0.89360 4.48061
C -2.11894 -0.93270 4.78482
C -1.84280 1.94051 -6.12910
C -1.58409 -0.05487 2.57667
C -0.92014 5.21614 0.58105
C 3.87572 0.43645 3.42868
C 3.08605 3.51456 -4.11242
C 1.34576 0.50829 2.21098
C 0.79609 1.65495 -6.31987
C 0.62865 4.12726 -4.27110
C 3.01411 2.02273 -4.05778
C -1.18337 -0.53950 3.83709
C -1.66971 -1.10719 -4.87517
C 0.36789 4.67768 0.61204
C -0.18239 3.16407 -3.81159
C 1.44708 1.83404 -2.08767
C -0.58195 2.46702 1.09724
C 0.52952 -2.69050 -3.28885
C -2.95924 -0.07377 2.26325
C 1.65490 1.38517 3.27636
C 1.90196 4.41092 -3.60308
C -0.40378 -0.59220 -5.55518
C 3.55193 -0.48419 2.41865
H -1.96359 1.40046 -7.07868
H -0.40741 -0.65458 -6.65056
H -0.68245 1.57413 -2.41778
H -2.16618 -0.27114 -4.32835
H 2.34058 0.20169 -3.23490
H 0.06397 -2.29170 -0.01910
H -2.79673 1.92193 -5.57202
H 3.20114 3.73107 -5.18082
H 1.29020 1.02136 -1.36100
H 1.14305 -1.77555 -3.30902
H 0.92122 -3.40390 -4.04801
H 3.15269 2.06626 4.67008
H -4.20525 -1.20144 5.21689
H 0.68662 -3.13516 -2.29714
H 2.01527 2.55347 -1.48427
H -1.22794 -3.42446 -0.54749
H 0.37153 1.77558 -7.33255
H 4.86314 0.42152 3.88448
H -1.05835 6.27115 0.34001
H -3.02432 4.84409 0.86884
H -2.08514 -3.95622 -5.10414
H 1.53136 2.89376 0.89656
H -1.26216 3.39432 -3.97827
H 0.34104 4.74299 -5.12630
H 0.54257 -1.01532 -5.15855
H 4.28807 -1.24001 2.11564
H 1.78451 4.34604 -2.52089
H 2.04437 -1.15775 1.02106
H -1.78234 -1.27326 5.77510
H 1.28943 2.59004 -6.02651
H 2.23606 5.43635 -3.81360
H -2.41597 -1.49708 -5.57693
H -1.51612 -2.28784 0.80859
H 4.01844 3.86282 -3.65324
H -1.68056 -4.76704 -3.54659
H -3.29374 0.22223 1.27244
H 1.25155 5.30455 0.46539
H 0.91502 2.08581 3.65145
H -2.71105 2.45659 1.41762
H -1.59046 2.99454 -6.35408
H -4.95927 -0.46737 2.96093
H -3.17671 -3.86861 -3.67653
H 3.65896 1.52361 -4.78250
H 1.55161 0.85762 -6.35586
H -0.21531 3.07498 -1.68985
H -0.12101 -0.59886 4.07038
*
```

The max |F| is 4.4 eV/Å. The HOMO-LUMO gap is 4.052 eV. The energy is -67234.0587 eV. For the LUMO energy, the calculation gives -8.2 eV. The calculation puts the energy above the lowest of the compared OMol25 structures with the same formula, charge and spin at 0.00 kJ/mol.

Calculated atomic charges, method Löwdin, unit e: 1.011, 0.927, 0.674, 1.009, -0.038, -0.043, -0.126, -0.201, -0.059, -0.238, -0.101, -0.046, -0.103, -0.339, -0.034, -0.044, -0.247, -0.280, -0.036, -0.042, -0.161, -0.318, -0.238, -0.118, -0.115, -0.064, -0.447, -0.042, -0.298, -0.205, -0.279, -0.213, -0.120, -0.093, -0.170, -0.403, -0.059, 0.054, 0.092, 0.002, -0.014, 0.090, -0.017, 0.043, 0.113, 0.081, 0.034, 0.087, 0.121, 0.121, 0.044, 0.103, -0.007, 0.059, 0.118, 0.125, 0.118, 0.069, 0.103, 0.120, 0.128, 0.058, 0.120, 0.095, 0.093, 0.129, 0.017, 0.124, 0.104, -0.020, 0.123, 0.065, 0.085, 0.124, 0.118, 0.089, 0.059, 0.119, 0.063, 0.117, 0.042, 0.081, 0.107

Record 2
The following is a quantum chemistry calculation of C33H47MoNP2SSe as an isolated structure at a distorted geometry, from the OMol25 dataset.

The geometry in ORCA input format:
```
! RIJCOSX wB97M-V def2-TZVPD def2/J DEFGRID3
* xyz 2 1
Mo -1.08402 0.41252 -0.13625
Se -0.37538 2.66318 1.05074
S -0.88384 2.58188 -1.03140
P -1.47625 -0.22947 -2.45357
P 0.40232 -1.05179 1.08695
N -2.07679 -1.18206 -0.02201
C 1.49927 3.19119 1.29138
C 2.99029 -0.06067 1.42688
C 5.30157 4.93453 2.23072
C -2.51292 -2.80130 -3.24416
C -3.50648 -4.23218 -1.57843
C -3.96028 0.89562 -1.93040
C 2.05598 -2.82856 -0.25737
C 3.97853 4.30662 1.91506
C -1.19492 -0.97929 3.53714
C -1.08733 -1.10568 2.14811
C -3.20106 -3.32073 -0.57806
C -2.21021 -1.87822 -2.25662
C 0.66113 -2.74450 0.36958
C 2.51186 3.18156 0.32282
C 0.36883 -3.89141 1.33668
C 0.08563 1.08757 -4.32329
C 2.39052 2.58180 -1.05346
C -2.26985 -1.17095 1.37241
C -3.51216 0.30009 -4.34105
C -3.53141 -1.17254 1.98306
C -0.22452 -0.31315 -3.79457
C -3.60299 -1.10600 3.35550
C -2.90187 0.80607 -3.03770
C 0.64390 3.74584 3.63473
C 2.95895 4.26105 2.85727
C 1.01313 -1.02503 -3.24293
C -2.44113 -1.00230 4.12876
C 3.73046 3.75219 0.66429
C -3.16217 -3.98180 -2.89989
C 1.76767 -0.53934 2.21313
C -2.54923 -2.14383 -0.92325
C 2.14923 -1.62232 3.22753
C 1.71471 3.71897 2.57085
H -2.52197 -0.94468 5.20608
H 1.18296 -4.03397 2.04630
H 2.79477 -2.36791 2.76571
H -4.42972 -0.07355 -1.75461
H 1.32916 0.31828 2.73697
H -2.48295 1.80442 -3.19858
H 0.11743 2.79237 3.72031
H 3.53195 -0.90310 0.99740
H 5.38682 5.16741 3.28998
H 3.67031 0.47435 2.09095
H 1.08568 3.97038 4.60226
H -4.00866 -5.15574 -1.32403
H 3.38420 2.35395 -1.43743
H -4.56932 -1.11933 3.84165
H 2.71212 0.61403 0.62353
H -4.74435 1.59283 -2.22594
H -0.07213 -2.77346 -0.43985
H 2.82564 -2.93860 0.50575
H 2.71085 -1.16427 4.04246
H 1.80782 1.66338 -1.05830
H -0.30982 -0.89836 4.15279
H 0.35786 1.76769 -3.51213
H 2.11660 -3.69867 -0.91141
H 6.12615 4.28024 1.94741
H -4.30566 0.97831 -4.65593
H -0.09477 4.52026 3.41521
H 0.76273 -2.03111 -2.89853
H -3.40170 -4.70416 -3.66824
H 1.92491 3.28318 -1.74895
H -4.42905 -1.21959 1.37921
H 5.41825 5.86391 1.67022
H -3.45374 -3.52595 0.45483
H -2.77649 0.24822 -5.14506
H 1.28575 -2.12969 3.65616
H 1.77705 -1.11187 -4.01569
H -2.24287 -2.61461 -4.27575
H -3.54689 1.26392 -0.98347
H 0.25919 -4.81613 0.76855
H -0.55554 -3.73121 1.89304
H 3.12624 4.66889 3.84721
H 1.43923 -0.46377 -2.40783
H -3.95196 -0.68860 -4.21039
H 4.51994 3.75095 -0.07934
H -0.76373 1.51332 -4.85717
H 0.92648 1.04389 -5.01503
H 2.27897 -1.94278 -0.85593
H -0.65690 -0.92066 -4.59356
*
```

The max |F| is 1.2 eV/Å. The HOMO-LUMO gap is 6.989 eV. The energy is -133077.2784 eV. For the LUMO energy, the calculation gives -6.8 eV.

Calculated atomic charges, method natural (NBO), unit e: 0.158, 0.528, -0.051, 1.212, 1.180, -0.507, -0.149, -0.603, -0.641, -0.165, -0.157, -0.607, -0.616, 0.054, -0.136, -0.391, -0.243, -0.420, -0.506, -0.040, -0.616, -0.617, -0.632, 0.165, -0.621, -0.229, -0.526, -0.141, -0.519, -0.648, -0.211, -0.602, -0.175, -0.210, -0.186, -0.516, 0.211, -0.619, -0.033, 0.248, 0.224, 0.223, 0.218, 0.238, 0.241, 0.205, 0.220, 0.230, 0.241, 0.248, 0.245, 0.238, 0.249, 0.212, 0.251, 0.237, 0.217, 0.246, 0.196, 0.230, 0.209, 0.243, 0.235, 0.246, 0.242, 0.216, 0.246, 0.238, 0.247, 0.244, 0.236, 0.218, 0.214, 0.243, 0.234, 0.197, 0.241, 0.213, 0.227, 0.203, 0.220, 0.224, 0.225, 0.246, 0.216, 0.244

Record 3
The following is a quantum chemistry calculation of C33H47N10O2S2SiSr as an isolated structure at a distorted geometry, from the OMol25 dataset.

The geometry in ORCA input format:
```
! RIJCOSX wB97M-V def2-TZVPD def2/J DEFGRID3
* xyz -2 2
Sr -0.06183 0.78379 -0.45949
S -0.37560 3.03661 -2.25068
S -3.80540 2.30547 1.23804
Si -0.32367 -3.93206 -2.71370
O -1.98075 0.57976 -1.60525
O 0.09083 1.34166 1.65112
N -2.09607 -3.26688 3.32970
N -3.46484 -1.24010 3.18614
N 1.01242 -1.44403 -2.04792
N -1.98703 -1.85690 1.34911
N 1.20036 -0.72519 2.03886
N -2.69769 1.66702 -1.82968
N 1.23113 -0.90887 0.64269
N -4.35320 1.70224 3.76563
N -3.99046 -3.17435 1.78104
N -3.11517 3.51464 3.54692
C 0.56757 -0.36153 6.16698
C -0.23072 -2.25244 -1.89596
C -3.64605 3.57294 4.90268
C -4.51785 -2.04143 2.55721
C 1.34140 -1.12708 -3.41473
C -1.88856 -4.80124 -2.15560
C -0.43413 -3.80314 -4.57019
C -2.56230 -0.75636 2.11801
C -4.04256 2.12173 5.13411
C 1.06021 -5.09828 -2.30509
C 3.19079 -2.58054 -1.94112
C -1.22832 -2.72792 2.25590
C -3.18950 -4.00109 2.69940
C -0.35734 1.63183 4.42124
C -3.07212 -2.62746 0.75856
C -0.57582 1.75220 5.77444
C -3.71717 2.51567 2.87907
C 0.55488 0.37760 2.45728
C -4.86641 2.59449 -2.11785
C 0.34951 0.50064 3.86957
C 0.80381 -0.49853 4.82397
C -2.66465 -2.12106 4.06470
C -2.71036 4.73471 2.88242
C 3.36605 -2.47562 -3.31846
C -2.93997 3.95389 -2.46916
C -4.04094 1.55804 -1.78831
C 2.14627 -1.96833 -1.26696
C -0.12598 0.76312 6.70148
C 3.21827 -2.28376 1.02093
C -4.29115 3.82395 -2.47382
C 2.43424 -1.62304 -4.02142
C -2.08586 2.86119 -2.14453
C 2.14966 -1.68678 0.14573
H 4.20714 -2.92957 -3.82607
H -3.22021 1.54746 5.55032
H 0.62562 -0.49043 -3.92719
H 0.47811 -3.34833 -4.96605
H -1.76095 -0.17562 2.57661
H -2.45626 4.88721 -2.71500
H -2.90004 3.92793 5.61067
H -0.56768 -4.79243 -5.02618
H -0.40712 -2.15628 2.68878
H -5.93570 2.45006 -2.07197
H -3.64752 -1.98115 0.09001
H -2.65660 -3.45403 0.18339
H -1.10357 2.62679 6.14735
H -4.91962 4.66868 -2.73232
H -4.51586 4.24213 4.94382
H 2.63071 -1.33687 -5.05141
H -2.77052 -4.83804 2.13586
H 0.72577 -6.13438 -2.44218
H -4.24850 0.70273 3.55282
H -0.70681 2.38769 3.73186
H -2.77496 -4.15654 -2.20424
H -5.09744 -1.39943 1.88911
H -1.78772 -5.14795 -1.11943
H -0.40286 -2.36640 -0.81670
H -1.28026 -3.17125 -4.86787
H 1.33232 -1.36635 4.44616
H -1.85016 -1.54098 4.50204
H -3.30778 -2.49910 4.86295
H -1.07173 -1.65106 -2.27557
H 1.92650 -4.91212 -2.94610
H 0.92456 -1.13370 6.84484
H 1.38614 -4.97029 -1.26794
H 3.02846 -1.98168 2.04777
H -4.90923 2.02908 5.78492
H -1.90664 5.20145 3.44918
H 3.93297 -3.11306 -1.34994
H -2.35071 4.49014 1.88872
H -5.17842 -2.43270 3.33557
H -0.30195 0.86360 7.76623
H 4.20760 -1.92833 0.72220
H -0.81314 -3.56188 1.68342
H -4.38596 0.58207 -1.48296
H 3.21588 -3.37742 0.96682
H -3.12683 -0.11684 1.44676
H -3.55119 5.43322 2.79117
H -3.85116 -4.39517 3.47593
H -2.07097 -5.67962 -2.78633
*
```

The max |F| is 2.0 eV/Å. The HOMO-LUMO gap (spin up / spin down) is 2.417 / 3.922 eV. The energy is -84363.8817 eV. For the LUMO energy (spin up / spin down), the calculation gives 4.1 / 4.1 eV. The calculation puts the energy above the lowest of the compared OMol25 structures with the same formula, charge and spin at 218.90 kJ/mol.

Calculated atomic charges, method Löwdin, unit e: 1.371, 0.502, 0.732, 0.486, -0.396, -0.398, -0.078, -0.096, -0.177, -0.068, -0.011, -0.238, -0.142, 0.028, -0.086, -0.156, -0.179, -0.235, -0.140, -0.189, -0.160, -0.200, -0.187, -0.189, -0.146, -0.183, -0.128, -0.151, -0.198, -0.080, -0.174, -0.185, -0.829, -0.539, -0.101, -0.205, -0.099, -0.149, -0.068, -0.177, -0.121, -0.119, -0.241, -0.177, -0.051, -0.104, -0.170, -0.698, -0.330, 0.048, 0.097, 0.099, 0.014, 0.109, 0.090, 0.107, 0.021, 0.099, 0.097, 0.124, 0.094, 0.060, 0.097, 0.117, 0.081, 0.116, 0.022, 0.093, 0.077, 0.026, 0.121, 0.019, 0.066, 0.029, 0.078, 0.120, 0.115, 0.073, 0.019, 0.071, 0.030, 0.048, 0.105, 0.086, 0.093, 0.058, 0.114, 0.042, 0.071, 0.125, 0.126, 0.070, 0.045, 0.086, 0.111, 0.022

Question: The highest energy belongs to which entry?
Answer: C33H46P2SiSn